{
  "formula": "C4H7NO",
  "method": "the ωB97M-V functional and the def2-TZVPD basis",
  "species": ["C", "N", "C", "C", "C", "O", "H", "H", "H", "H", "H", "H", "H"],
  "positions_angstrom": [[-2.031, 0.062, 0.460], [-0.768, 0.745, 0.317], [-0.224, 0.362, -0.758], [1.091, -0.294, -0.599], [2.086, 0.210, 0.337], [1.246, -0.853, 0.716], [-1.724, -0.981, 0.654], [-2.689, 0.041, -0.422], [-2.494, 0.447, 1.353], [-0.802, 0.164, -1.674], [1.319, -1.020, -1.374], [3.127, -0.050, 0.180], [1.863, 1.166, 0.809]],
  "mulliken_charge": [-0.84, -0.39, -0.24, 0.06, -0.37, -0.38, 0.30, 0.31, 0.28, 0.42, 0.33, 0.28, 0.25],
  "e_tot_ha": -286.483355,
  "orbital_gap_ha": 0.348,
  "lumo_ha": 0.02118,
  "largest_force_ev_per_a": 0.91,
  "homo_energy_ev": -8.895,
  "smiles": "C/N=C/[C@H]1CO1",
  "de_lowest_kcal_mol": 93.1,
  "molar_mass_g_mol": 85.1
}

---

{
  "formula": "C4H7NO",
  "method": "the ωB97M-V functional and the def2-TZVPD basis",
  "species": ["C", "C", "C", "N", "C", "O", "H", "H", "H", "H", "H", "H", "H"],
  "positions_angstrom": [[-1.902, 0.726, 0.035], [0.651, 0.590, 0.028], [1.748, -0.380, 0.330], [1.000, -1.388, -0.507], [-0.021, -0.436, -0.529], [-1.316, -0.465, -0.822], [-1.452, 1.751, 0.084], [-2.835, 0.781, -0.486], [-1.967, 0.389, 1.080], [0.697, 1.595, -0.359], [1.788, -0.690, 1.386], [2.738, -0.124, -0.033], [0.871, -2.349, -0.208]],
  "mulliken_charge": [-0.68, -0.67, -0.10, -0.42, 0.51, -0.41, 0.29, 0.27, 0.32, 0.23, 0.19, 0.24, 0.23],
  "e_tot_ha": -286.481843,
  "orbital_gap_ha": 0.325,
  "lumo_ha": 0.03842,
  "largest_force_ev_per_a": 2.16,
  "homo_energy_ev": -7.793,
  "de_lowest_kcal_mol": 94.0,
  "molar_mass_g_mol": 85.1
}

---

{
  "formula": "C4H7NO",
  "method": "the ωB97M-V functional and the def2-TZVPD basis",
  "species": ["C", "C", "C", "O", "C", "N", "H", "H", "H", "H", "H", "H", "H"],
  "positions_angstrom": [[-0.101, -1.623, 0.178], [0.356, -0.275, 0.729], [-0.238, 0.929, -0.006], [0.457, 2.074, 0.431], [-0.115, 0.743, -1.474], [-0.033, 0.565, -2.614], [0.078, -1.690, -0.900], [0.454, -2.435, 0.655], [-1.169, -1.796, 0.352], [1.445, -0.179, 0.660], [0.089, -0.168, 1.786], [-1.315, 1.005, 0.213], [0.092, 2.852, -0.010]],
  "mulliken_charge": [-1.12, -0.51, 0.34, -0.51, 0.10, -0.42, 0.37, 0.33, 0.29, 0.30, 0.31, 0.19, 0.34],
  "e_tot_ha": -286.590671,
  "orbital_gap_ha": 0.444,
  "lumo_ha": 0.02444,
  "largest_force_ev_per_a": 1.12,
  "homo_energy_ev": -11.422,
  "smiles": "CC[C@@H](O)C#N",
  "de_lowest_kcal_mol": 25.7,
  "molar_mass_g_mol": 85.1
}

---

{
  "formula": "C4H7NO",
  "method": "the ωB97M-V functional and the def2-TZVPD basis",
  "species": ["C", "C", "C", "O", "C", "N", "H", "H", "H", "H", "H", "H", "H"],
  "positions_angstrom": [[-1.378, -0.806, 0.370], [-0.311, -0.050, -0.426], [0.214, 1.252, 0.033], [1.723, 0.751, 0.650], [1.830, -0.395, -0.035], [0.853, -0.874, -0.716], [-1.683, -1.680, -0.218], [-2.261, -0.173, 0.517], [-1.029, -1.161, 1.346], [-0.809, 0.435, -1.292], [-0.572, 1.861, 0.546], [0.658, 1.809, -0.782], [2.766, -0.969, 0.006]],
  "mulliken_charge": [-1.27, 0.62, -0.53, -0.45, 0.04, -0.62, 0.33, 0.33, 0.30, 0.23, 0.33, 0.32, 0.37],
  "e_tot_ha": -286.544799,
  "orbital_gap_ha": 0.387,
  "lumo_ha": 0.03457,
  "largest_force_ev_per_a": 2.32,
  "homo_energy_ev": -9.580,
  "smiles": "C[C@H]1COC=N1",
  "de_lowest_kcal_mol": 54.5,
  "molar_mass_g_mol": 85.1
}

---

{
  "formula": "C4H7NO",
  "method": "the ωB97M-V functional and the def2-TZVPD basis",
  "species": ["C", "C", "C", "N", "C", "O", "H", "H", "H", "H", "H", "H", "H"],
  "positions_angstrom": [[1.114, -1.498, 1.186], [0.193, -0.373, 0.906], [-0.234, 0.785, -0.931], [-0.438, -0.441, -0.191], [-1.586, 1.296, -1.255], [-2.011, 2.328, -0.795], [0.910, -2.087, 2.070], [2.099, -1.015, 1.265], [1.116, -2.100, 0.273], [0.304, 0.576, 1.460], [0.355, 1.543, -0.394], [0.379, 0.406, -1.762], [-2.200, 0.580, -1.833]],
  "mulliken_charge": [-0.94, 0.04, -0.44, -0.53, 0.06, -0.47, 0.30, 0.24, 0.32, 0.42, 0.40, 0.27, 0.32],
  "e_tot_ha": -286.527583,
  "orbital_gap_ha": 0.367,
  "lumo_ha": 0.03272,
  "largest_force_ev_per_a": 0.99,
  "homo_energy_ev": -9.101,
  "smiles": "C/C=N/CC=O",
  "de_lowest_kcal_mol": 65.3,
  "molar_mass_g_mol": 85.1
}

---

{
  "formula": "C4H7NO",
  "method": "the ωB97M-V functional and the def2-TZVPD basis",
  "species": ["C", "O", "C", "C", "H", "H", "H", "H", "C", "N", "H", "H", "H"],
  "positions_angstrom": [[1.465, -1.117, -0.353], [1.670, -0.471, 0.691], [-0.571, -0.592, -1.047], [-1.172, -1.336, -1.782], [0.535, 0.582, 1.096], [1.270, -2.196, -0.301], [1.905, -0.781, -1.302], [-1.614, -2.102, -2.363], [-0.365, 1.304, 1.391], [-0.469, 2.405, 0.794], [-1.172, 3.037, 1.185], [-0.904, 1.025, 2.306], [-0.578, 0.243, -0.316]],
  "mulliken_charge": [-0.15, -0.55, -0.34, -0.22, 0.35, 0.30, 0.32, 0.41, -0.38, -0.48, 0.25, 0.27, 0.22],
  "e_tot_ha": -286.411635,
  "orbital_gap_ha": 0.347,
  "lumo_ha": -0.00335,
  "largest_force_ev_per_a": 3.28,
  "homo_energy_ev": -9.533,
  "smiles": "C#C.C=N.C=O",
  "de_lowest_kcal_mol": 138.1,
  "molar_mass_g_mol": 85.1
}

---

{
  "formula": "C4H7NO",
  "method": "the ωB97M-V functional and the def2-TZVPD basis",
  "species": ["C", "C", "C", "N", "C", "O", "H", "H", "H", "H", "H", "H", "H"],
  "positions_angstrom": [[1.524, -0.974, 0.094], [0.683, 0.292, 0.026], [-0.334, 0.496, -1.084], [-0.721, 0.074, 0.220], [-1.864, 0.446, 0.899], [-2.888, 0.782, 0.333], [1.729, -1.190, 1.149], [2.474, -0.876, -0.446], [0.957, -1.822, -0.312], [1.152, 1.208, 0.411], [-0.590, 1.536, -1.293], [-0.488, -0.206, -1.907], [-1.811, 0.309, 1.995]],
  "mulliken_charge": [-1.23, 0.23, -0.56, -0.09, 0.06, -0.53, 0.29, 0.34, 0.32, 0.36, 0.26, 0.23, 0.33],
  "e_tot_ha": -286.561953,
  "orbital_gap_ha": 0.390,
  "lumo_ha": 0.03364,
  "largest_force_ev_per_a": 1.09,
  "homo_energy_ev": -9.709,
  "smiles": "C[C@H]1CN1C=O",
  "de_lowest_kcal_mol": 43.7,
  "molar_mass_g_mol": 85.1
}

---

{
  "formula": "C4H7NO",
  "method": "the ωB97M-V functional and the def2-TZVPD basis",
  "species": ["O", "C", "C", "C", "C", "N", "H", "H", "H", "H", "H", "H", "H"],
  "positions_angstrom": [[-0.027, -0.822, 1.645], [-1.014, -0.118, 0.624], [-0.262, 1.032, -0.078], [0.980, 0.187, -0.424], [0.851, -0.401, -1.753], [0.677, -0.907, -2.783], [-0.079, -1.797, 1.723], [-1.781, 0.150, 1.321], [-1.345, -0.802, -0.177], [-0.037, 1.860, 0.602], [-0.797, 1.506, -0.939], [0.951, -0.614, 0.511], [1.923, 0.687, -0.260]],
  "mulliken_charge": [-0.62, -0.49, -0.53, -0.51, 0.34, -0.47, 0.33, 0.38, 0.29, 0.28, 0.35, 0.28, 0.39],
  "e_tot_ha": -286.531496,
  "orbital_gap_ha": 0.392,
  "lumo_ha": 0.02378,
  "largest_force_ev_per_a": 3.30,
  "homo_energy_ev": -10.015,
  "smiles": "N#CCCCO",
  "de_lowest_kcal_mol": 62.8,
  "molar_mass_g_mol": 85.1
}